Entry 1:
This record from the OMol25 dataset describes a cluster of 11 separate species, C66H165N11 in total. The level of theory is the ωB97M-V functional and the def2-TZVPD basis.

```
242
Properties=species:S:1:pos:R:3:lowdin_charge:R:1
C -6.129 3.027 -4.070 -0.082
C -5.928 3.437 -2.614 -0.251
N -4.574 3.889 -2.294 -0.180
C -4.572 4.777 -1.157 -0.267
C -5.129 6.156 -1.510 -0.084
C -3.631 2.787 -2.185 -0.248
C -2.175 3.239 -2.184 -0.069
H -5.751 3.797 -4.745 0.077
H -7.211 3.026 -4.260 0.074
H -5.728 2.048 -4.321 0.045
H -6.687 4.170 -2.359 0.101
H -6.169 2.557 -1.966 0.111
H -5.141 4.355 -0.299 0.113
H -3.569 4.972 -0.771 0.093
H -4.465 6.637 -2.230 0.073
H -6.110 6.089 -1.988 0.058
H -5.251 6.786 -0.629 0.070
H -3.763 2.086 -3.015 0.094
H -3.831 2.156 -1.276 0.108
H -1.515 2.361 -2.190 0.061
H -1.897 3.787 -1.285 0.033
H -1.966 3.809 -3.088 0.085
C 7.041 -2.002 1.705 -0.083
C 6.579 -0.887 0.740 -0.240
N 5.562 -1.349 -0.191 -0.188
C 5.070 -0.278 -1.015 -0.285
C 4.410 0.903 -0.303 -0.074
C 6.110 -2.386 -1.069 -0.247
C 5.008 -3.144 -1.809 -0.071
H 6.231 -2.578 2.141 0.040
H 7.564 -1.499 2.531 0.073
H 7.807 -2.654 1.276 0.067
H 6.126 -0.144 1.398 0.099
H 7.440 -0.500 0.166 0.125
H 5.878 0.138 -1.677 0.129
H 4.314 -0.652 -1.716 0.075
H 3.498 0.609 0.242 0.054
H 5.054 1.443 0.389 0.066
H 4.008 1.598 -1.047 0.071
H 6.724 -3.081 -0.501 0.089
H 6.802 -1.870 -1.774 0.122
H 4.283 -3.557 -1.108 0.053
H 5.471 -3.938 -2.401 0.081
H 4.472 -2.486 -2.493 0.047
C 2.408 -5.934 4.379 -0.090
C 3.192 -5.202 3.345 -0.276
N 3.951 -6.075 2.447 -0.170
C 3.085 -6.842 1.559 -0.241
C 2.439 -6.089 0.417 -0.082
C 4.988 -5.315 1.752 -0.269
C 6.021 -6.189 1.050 -0.073
H 3.056 -6.595 4.959 0.080
H 1.590 -6.531 3.984 0.063
H 2.020 -5.192 5.085 0.079
H 2.557 -4.499 2.762 0.115
H 3.920 -4.562 3.847 0.081
H 3.680 -7.653 1.137 0.109
H 2.290 -7.259 2.169 0.101
H 1.753 -5.312 0.773 0.058
H 3.137 -5.582 -0.251 0.058
H 1.856 -6.808 -0.163 0.077
H 5.530 -4.745 2.515 0.091
H 4.576 -4.599 1.019 0.097
H 6.791 -5.536 0.633 0.065
H 5.549 -6.747 0.234 0.067
H 6.481 -6.921 1.708 0.075
C -7.261 -3.030 -4.704 -0.083
C -7.065 -1.570 -5.097 -0.266
N -5.932 -0.894 -4.521 -0.191
C -4.686 -1.442 -4.932 -0.288
C -3.515 -0.581 -4.557 -0.086
C -6.002 -0.716 -3.065 -0.262
C -7.316 -0.141 -2.627 -0.090
H -8.036 -3.501 -5.316 0.074
H -7.502 -3.163 -3.647 0.068
H -6.362 -3.620 -4.907 0.062
H -6.947 -1.540 -6.191 0.117
H -7.969 -0.987 -4.923 0.103
H -4.679 -1.496 -6.030 0.127
H -4.567 -2.495 -4.618 0.100
H -3.694 0.417 -4.965 0.083
H -2.606 -0.954 -5.024 0.060
H -3.312 -0.516 -3.492 0.039
H -5.745 -1.661 -2.536 0.124
H -5.213 -0.008 -2.788 0.087
H -7.526 0.763 -3.205 0.067
H -8.120 -0.853 -2.831 0.069
H -7.347 0.151 -1.581 0.066
C -1.766 -3.522 -4.101 -0.085
C -0.870 -4.757 -3.938 -0.217
N -0.020 -4.747 -2.738 -0.187
C -0.743 -5.006 -1.486 -0.249
C -1.150 -6.483 -1.373 -0.087
C 0.874 -3.638 -2.604 -0.261
C 1.764 -3.387 -3.832 -0.074
H -2.333 -3.587 -5.035 0.077
H -1.147 -2.625 -4.146 0.050
H -2.484 -3.412 -3.288 0.061
H -1.479 -5.658 -3.929 0.108
H -0.183 -4.802 -4.787 0.102
H -0.022 -4.784 -0.693 0.083
H -1.621 -4.349 -1.334 0.110
H -2.127 -6.659 -1.826 0.063
H -0.409 -7.088 -1.893 0.073
H -1.178 -6.809 -0.333 0.067
H 1.490 -3.781 -1.719 0.089
H 0.278 -2.719 -2.402 0.098
H 1.209 -3.339 -4.764 0.057
H 2.486 -4.213 -3.879 0.087
H 2.343 -2.472 -3.694 0.045
C 0.750 2.167 0.373 -0.066
C -0.306 1.074 0.538 -0.212
N 0.220 -0.270 0.139 -0.154
C 1.095 -0.887 1.121 -0.270
C 2.027 -1.921 0.515 -0.074
C -0.880 -1.181 -0.163 -0.252
C -1.599 -0.878 -1.464 -0.088
H 1.542 2.057 1.118 0.058
H 0.304 3.158 0.549 0.048
H 1.180 2.195 -0.624 0.068
H -0.647 1.015 1.590 0.107
H -1.144 1.254 -0.132 0.077
H 1.748 -0.154 1.605 0.085
H 0.524 -1.341 1.964 0.125
H 2.820 -2.195 1.217 0.061
H 1.457 -2.816 0.251 0.042
H 2.539 -1.566 -0.382 0.061
H -1.603 -1.218 0.681 0.100
H -0.469 -2.197 -0.244 0.090
H -0.882 -0.764 -2.278 0.064
H -2.177 0.049 -1.356 0.049
H -2.338 -1.625 -1.755 0.061
C 3.971 -1.428 3.902 -0.083
C 4.848 -1.184 5.127 -0.258
N 4.931 -2.348 5.968 -0.205
C 4.973 -2.066 7.358 -0.279
C 6.263 -1.445 7.867 -0.079
C 5.953 -3.258 5.515 -0.281
C 5.847 -4.639 6.149 -0.072
H 4.276 -2.296 3.318 0.037
H 4.090 -0.546 3.253 0.072
H 2.921 -1.518 4.173 0.074
H 5.855 -0.833 4.829 0.117
H 4.419 -0.365 5.714 0.113
H 4.129 -1.411 7.594 0.116
H 4.742 -2.982 7.916 0.110
H 7.137 -2.048 7.623 0.064
H 6.395 -0.456 7.417 0.072
H 6.224 -1.321 8.950 0.073
H 6.984 -2.856 5.574 0.119
H 5.757 -3.395 4.440 0.078
H 6.295 -4.617 7.146 0.070
H 6.381 -5.348 5.527 0.074
H 4.782 -4.848 6.237 0.072
C -1.188 4.351 2.937 -0.092
C -1.407 3.739 4.310 -0.258
N -0.799 2.433 4.403 -0.215
C 0.619 2.473 4.308 -0.272
C 1.274 1.122 4.451 -0.086
C -1.338 1.593 5.439 -0.272
C -1.096 2.083 6.861 -0.073
H -1.253 3.544 2.203 0.063
H -0.155 4.706 2.830 0.066
H -1.830 5.203 2.736 0.069
H -1.027 4.397 5.120 0.121
H -2.487 3.663 4.483 0.112
H 1.007 3.174 5.090 0.126
H 0.951 2.911 3.367 0.099
H 1.119 0.572 5.377 0.072
H 2.346 1.182 4.259 0.072
H 0.857 0.501 3.645 0.061
H -2.406 1.469 5.236 0.110
H -0.915 0.592 5.314 0.096
H -1.438 1.344 7.594 0.076
H -0.033 2.240 7.055 0.070
H -1.631 3.013 7.057 0.069
C 2.086 0.350 -3.440 -0.084
C 1.199 -0.091 -4.584 -0.282
N 1.715 0.378 -5.855 -0.172
C 2.820 -0.482 -6.282 -0.275
C 3.760 0.200 -7.268 -0.086
C 0.640 0.361 -6.865 -0.257
C -0.161 1.653 -6.839 -0.091
H 2.090 1.436 -3.326 0.079
H 3.129 0.035 -3.574 0.055
H 1.762 -0.087 -2.485 0.061
H 1.066 -1.191 -4.578 0.082
H 0.214 0.358 -4.419 0.104
H 3.394 -0.844 -5.422 0.099
H 2.436 -1.427 -6.736 0.123
H 3.281 0.447 -8.217 0.062
H 4.068 1.170 -6.861 0.077
H 4.648 -0.408 -7.437 0.070
H -0.014 -0.511 -6.705 0.113
H 1.050 0.303 -7.874 0.106
H -0.570 1.877 -5.855 0.057
H -0.983 1.665 -7.575 0.075
H 0.441 2.502 -7.187 0.074
C -4.050 -1.962 4.168 -0.086
C -3.362 -0.937 3.273 -0.237
N -4.253 0.158 2.847 -0.187
C -3.548 1.355 2.409 -0.257
C -4.409 2.615 2.388 -0.065
C -5.315 -0.214 1.971 -0.251
C -4.938 -0.375 0.483 -0.068
H -4.846 -2.510 3.652 0.059
H -4.555 -1.466 5.001 0.077
H -3.346 -2.726 4.506 0.072
H -2.512 -0.481 3.778 0.093
H -2.964 -1.444 2.363 0.099
H -2.647 1.551 2.997 0.078
H -3.140 1.187 1.381 0.099
H -4.953 2.713 1.449 0.051
H -5.124 2.645 3.211 0.082
H -3.727 3.457 2.515 0.048
H -6.158 0.481 2.077 0.115
H -5.757 -1.158 2.305 0.102
H -5.674 -0.982 -0.043 0.063
H -3.932 -0.783 0.375 0.054
H -4.960 0.599 -0.024 0.049
C -0.838 9.663 -1.577 -0.074
C -0.081 9.120 -0.364 -0.269
N -0.855 8.406 0.598 -0.202
C -1.386 7.152 0.123 -0.254
C -0.293 6.091 -0.122 -0.071
C -1.861 9.193 1.261 -0.275
C -1.307 10.423 1.995 -0.083
H -1.024 8.881 -2.310 0.066
H -0.239 10.430 -2.085 0.075
H -1.735 10.196 -1.263 0.065
H 0.781 8.523 -0.673 0.107
H 0.429 9.939 0.157 0.104
H -2.108 6.747 0.826 0.096
H -1.925 7.271 -0.845 0.112
H 0.218 5.897 0.829 0.065
H -0.712 5.161 -0.517 0.037
H 0.487 6.390 -0.822 0.067
H -2.380 8.579 2.006 0.112
H -2.672 9.519 0.573 0.112
H -0.588 10.115 2.751 0.077
H -2.121 10.958 2.483 0.071
H -0.839 11.109 1.289 0.060
```

## Properties
Structure (SMILES): CCN(CC)CC.CCN(CC)CC.CCN(CC)CC.CCN(CC)CC.CCN(CC)CC.CCN(CC)CC.CCN(CC)CC.CCN(CC)CC.CCN(CC)CC.CCN(CC)CC.CCN(CC)CC


Entry 2:
This record from the OMol25 dataset describes a structure of composition C39H83NNbO13. The level of theory is the ωB97M-V functional and the def2-TZVPD basis.

```
137
Properties=species:S:1:pos:R:3:lowdin_charge:R:1
C 1.000 -1.887 2.247 -0.064
C 2.105 -2.088 1.239 -0.282
O 3.387 -1.808 1.768 -0.148
C 3.753 -0.436 1.757 -0.196
C 5.020 -0.263 0.932 -0.186
O 5.832 0.830 1.334 -0.155
C 5.143 2.077 1.311 -0.186
C 4.848 2.601 2.690 -0.253
O 4.078 3.758 2.507 -0.256
C 3.413 4.213 3.686 -0.371
Nb 1.559 2.927 3.951 1.309
C 0.030 2.063 5.335 -0.417
C -0.814 1.047 4.577 -0.310
C -1.723 1.663 3.497 -0.232
C -3.211 1.535 3.798 -0.219
C -3.841 0.308 3.166 -0.225
C -5.320 0.127 3.504 -0.196
C -6.146 -0.391 2.328 -0.203
C -6.819 0.688 1.488 -0.210
C -5.806 1.538 0.739 -0.196
C -6.453 2.497 -0.236 -0.236
O -5.609 2.846 -1.321 -0.225
C -4.361 3.387 -0.931 -0.100
O 1.173 2.203 2.067 -0.448
N 0.543 2.965 1.131 -0.171
O 1.283 3.457 0.348 -0.039
H 1.077 -2.614 3.052 0.077
H 0.019 -1.977 1.782 0.070
H 1.060 -0.890 2.682 0.054
H 2.141 -3.124 0.904 0.112
H 1.925 -1.464 0.358 0.117
H 2.922 0.149 1.360 0.107
H 3.927 -0.090 2.774 0.105
H 4.794 -0.174 -0.135 0.126
H 5.610 -1.167 1.067 0.123
H 4.209 1.987 0.753 0.121
H 5.776 2.795 0.787 0.118
H 5.781 2.808 3.231 0.129
H 4.302 1.859 3.275 0.042
H 4.088 4.241 4.544 0.034
H 3.091 5.237 3.499 0.041
H 2.605 1.436 4.453 -0.087
H 1.816 3.815 5.494 -0.069
H 0.384 4.314 3.536 -0.108
H 0.560 1.572 6.152 0.015
H -0.577 2.836 5.808 0.029
H -0.175 0.269 4.154 0.068
H -1.457 0.525 5.295 0.089
H -1.517 1.211 2.527 0.095
H -1.463 2.716 3.391 0.064
H -3.725 2.422 3.410 0.101
H -3.405 1.531 4.874 0.115
H -3.714 0.364 2.084 0.090
H -3.278 -0.556 3.520 0.101
H -5.409 -0.553 4.347 0.087
H -5.707 1.098 3.831 0.109
H -6.922 -1.068 2.683 0.106
H -5.479 -0.938 1.659 0.097
H -7.484 0.204 0.771 0.108
H -7.426 1.329 2.133 0.115
H -5.150 0.883 0.160 0.116
H -5.195 2.076 1.464 0.107
H -7.325 2.017 -0.680 0.116
H -6.786 3.416 0.261 0.125
H -3.634 2.607 -0.703 0.088
H -4.453 4.036 -0.057 0.092
H -3.999 3.981 -1.765 0.085
C 8.445 0.264 -0.443 -0.014
C 8.031 0.592 -1.857 -0.496
O 6.907 0.398 -2.257 0.063
C 9.101 1.169 -2.756 -0.032
H 7.601 -0.133 0.108 0.055
H 9.264 -0.460 -0.460 0.084
H 8.800 1.165 0.061 0.091
H 9.929 0.465 -2.846 0.071
H 9.491 2.097 -2.333 0.083
H 8.693 1.358 -3.745 0.077
C -6.345 -1.782 -4.637 -0.031
C -6.018 -0.958 -3.416 -0.472
O -5.612 -1.469 -2.393 0.051
C -6.211 0.535 -3.534 -0.006
H -6.164 -2.835 -4.436 0.079
H -7.391 -1.638 -4.915 0.089
H -5.734 -1.466 -5.480 0.068
H -7.253 0.759 -3.773 0.090
H -5.590 0.928 -4.342 0.091
H -5.937 1.025 -2.605 0.055
C -2.765 -2.274 7.602 -0.022
C -3.322 -2.737 6.275 -0.487
O -3.760 -1.959 5.465 0.074
C -3.293 -4.224 6.003 -0.020
H -2.837 -1.192 7.671 0.081
H -3.318 -2.736 8.424 0.080
H -1.721 -2.577 7.696 0.085
H -3.866 -4.758 6.764 0.080
H -2.266 -4.591 6.046 0.084
H -3.710 -4.419 5.018 0.081
C -5.388 -5.294 -8.076 -0.023
C -4.861 -3.886 -7.923 -0.492
O -5.446 -3.057 -7.269 0.064
C -3.562 -3.574 -8.629 -0.022
H -6.320 -5.399 -7.526 0.081
H -5.555 -5.520 -9.131 0.083
H -4.657 -6.011 -7.699 0.085
H -3.668 -3.742 -9.702 0.084
H -2.772 -4.235 -8.270 0.085
H -3.283 -2.540 -8.446 0.082
C 5.417 3.944 -2.149 -0.022
C 4.183 4.541 -2.789 -0.499
O 4.107 4.695 -3.987 0.052
C 3.071 4.916 -1.846 -0.022
H 6.154 3.707 -2.913 0.076
H 5.840 4.645 -1.426 0.086
H 5.152 3.039 -1.600 0.071
H 3.427 5.649 -1.119 0.092
H 2.741 4.046 -1.286 0.054
H 2.236 5.329 -2.406 0.083
C 10.387 -3.101 -5.110 -0.026
C 9.603 -1.842 -5.404 -0.499
O 10.057 -0.745 -5.188 0.062
C 8.216 -2.030 -5.972 -0.020
H 11.361 -2.842 -4.704 0.079
H 9.844 -3.722 -4.395 0.084
H 10.513 -3.686 -6.023 0.082
H 7.605 -2.615 -5.282 0.087
H 8.268 -2.579 -6.915 0.082
H 7.752 -1.061 -6.133 0.084
C -3.128 -1.987 -0.257 -0.019
C -3.833 -3.193 0.313 -0.502
O -3.828 -3.461 1.491 0.059
C -4.563 -4.053 -0.697 -0.026
H -2.645 -1.418 0.534 0.071
H -2.382 -2.316 -0.983 0.087
H -3.853 -1.356 -0.778 0.059
H -3.862 -4.425 -1.447 0.082
H -5.312 -3.454 -1.219 0.057
H -5.039 -4.890 -0.191 0.076
```

## Properties
Total charge: -1


Entry 3:
This record from the OMol25 dataset describes a structure of composition C4H9NO2. The level of theory is the ωB97M-V functional and the def2-TZVPD basis.

```
16
Properties=species:S:1:pos:R:3:lowdin_charge:R:1
N -1.888 -0.591 -0.212 0.169
C -1.302 -0.113 -1.343 -0.547
O -1.902 0.056 -2.391 0.035
C 0.184 0.221 -1.232 -0.098
C 0.646 0.839 0.093 -0.184
C 1.229 -0.144 1.062 -0.333
O 0.330 -1.087 1.617 -0.119
H -2.837 -0.920 -0.304 0.111
H -1.320 -0.906 0.570 0.070
H 0.751 -0.697 -1.447 0.131
H 0.387 0.911 -2.052 0.117
H 1.450 1.563 -0.076 0.119
H -0.185 1.367 0.579 0.127
H 2.169 -0.609 0.770 0.126
H 1.549 0.512 2.032 0.160
H 0.739 -0.403 2.334 0.117
```


Entry 4:
This record from the OMol25 dataset describes a structure of composition C20H48B3NO5P. The level of theory is the ωB97M-V functional and the def2-TZVPD basis.

```
78
Properties=species:S:1:pos:R:3:lowdin_charge:R:1
C 0.717 3.489 0.238 -0.081
C 1.420 4.045 -1.030 -0.245
N 1.953 5.387 -0.760 0.133
B 2.203 6.213 -1.904 -0.634
O 1.981 5.754 -3.197 0.316
B 2.917 6.254 -4.098 -0.750
O 3.509 5.472 -5.020 0.254
O 3.268 7.580 -3.963 0.350
B 3.688 7.716 -2.650 -0.464
C 5.197 7.980 -2.293 -0.096
O 5.760 9.015 -3.074 -0.168
C 7.118 9.219 -2.758 -0.110
O 2.708 7.495 -1.693 0.320
H -0.355 3.495 0.083 0.061
H 0.924 4.162 1.060 0.067
H 1.060 2.491 0.489 0.047
H 2.212 3.344 -1.282 0.109
H 0.683 4.080 -1.818 0.107
H 2.777 5.301 -0.179 0.135
H 3.216 4.560 -4.845 0.132
H 5.308 8.182 -1.224 0.127
H 5.731 7.043 -2.505 0.135
H 7.236 9.842 -1.872 0.089
H 7.611 9.685 -3.602 0.088
H 7.636 8.280 -2.557 0.084
C 1.734 -4.661 2.751 -0.099
C 0.356 -4.317 3.311 -0.248
C -0.774 -5.074 2.612 -0.223
C -1.140 -4.566 1.208 -0.261
P -2.162 -3.092 1.086 1.015
C -3.580 -3.351 2.184 -0.271
C -4.418 -4.634 2.082 -0.222
C -5.366 -4.788 0.888 -0.257
C -6.270 -3.587 0.623 -0.096
C -2.826 -2.979 -0.578 -0.263
C -1.934 -2.782 -1.815 -0.211
C -1.278 -1.412 -1.997 -0.247
C -2.207 -0.217 -1.803 -0.096
C -1.491 -1.562 1.759 -0.254
C -0.274 -0.779 1.236 -0.215
C 0.994 -1.567 0.863 -0.254
C 2.134 -1.369 1.860 -0.100
H 1.805 -4.464 1.679 0.064
H 2.507 -4.074 3.246 0.076
H 1.961 -5.715 2.914 0.083
H 0.192 -3.237 3.259 0.078
H 0.340 -4.574 4.371 0.117
H -1.664 -5.059 3.246 0.098
H -0.486 -6.123 2.523 0.124
H -1.737 -5.345 0.719 0.106
H -0.249 -4.471 0.585 0.089
H -4.216 -2.465 2.114 0.100
H -3.162 -3.313 3.195 0.100
H -5.020 -4.682 2.991 0.122
H -3.758 -5.505 2.117 0.103
H -5.996 -5.657 1.081 0.115
H -4.810 -5.043 -0.017 0.087
H -6.988 -3.451 1.432 0.085
H -6.831 -3.734 -0.299 0.081
H -5.712 -2.655 0.510 0.051
H -3.647 -2.259 -0.572 0.095
H -3.299 -3.952 -0.728 0.084
H -2.565 -2.974 -2.685 0.121
H -1.157 -3.551 -1.829 0.111
H -0.852 -1.369 -3.000 0.118
H -0.424 -1.335 -1.323 0.067
H -2.952 -0.163 -2.598 0.085
H -1.636 0.711 -1.818 0.077
H -2.736 -0.248 -0.847 0.057
H -1.348 -1.751 2.827 0.097
H -2.343 -0.872 1.729 0.106
H -0.022 -0.045 2.004 0.118
H -0.590 -0.175 0.387 0.080
H 1.352 -1.223 -0.109 0.105
H 0.781 -2.631 0.742 0.069
H 2.492 -0.339 1.832 0.079
H 2.976 -2.017 1.620 0.077
H 1.821 -1.589 2.883 0.071
```

## Properties
Total charge: +1


Entry 5:
This record from the OMol25 dataset describes a cluster of 2 separate species, C3H8P2 in total. The level of theory is the ωB97M-V functional and the def2-TZVPD basis.

```
13
Properties=species:S:1:pos:R:3:lowdin_charge:R:1
C -2.636 -0.926 0.881 -0.577
P -2.597 -1.953 -0.280 0.702
H -2.794 -0.299 1.719 -0.066
C 1.214 -0.593 0.640 -0.369
P 0.211 0.974 0.535 0.767
C 0.276 1.210 -1.305 -0.382
H 2.152 -0.389 1.154 0.011
H 0.665 -1.345 1.206 0.011
H 1.432 -0.977 -0.357 0.022
H -1.035 0.324 0.527 -0.178
H 1.275 1.551 -1.574 0.023
H 0.054 0.281 -1.826 0.018
H -0.440 1.974 -1.596 0.018
```

## Properties
Structure (SMILES): C#P.CPC


These records have DFT total energy values of -3215.83810, -2625.36738, -362.98630, -1637.83358, -801.71118 a.u., in the order they appear.
These records have highest occupied orbital energy values of -8.0, -4.9, -9.5, -11.0, -8.7 eV, in the order they appear.